# 1
Here is a cluster of 2 separate species, C3H9NS in total at a distorted geometry from the OMol25 dataset. Energies are from the ωB97M-V functional and the def2-TZVPD basis.

- ΔE to the lowest compared entry with this formula, charge and spin (kJ/mol) = 133.3
- 2S+1 = 1
- DFT total energy (eV) = -15580.949
- SMILES = C=N.CSC
- Kohn-Sham gap (Ha) = 0.344
- net charge = 0

Cartesian coordinates (Å):
C -3.014859 1.189553 -0.769398
N -2.171317 2.039288 -0.389479
H -3.436108 1.288118 -1.768043
H -3.445620 0.384239 -0.169841
H -1.808828 1.878027 0.547539
C 0.217343 -1.308081 -0.689085
S 1.755909 -0.454473 -0.088969
C 1.401815 -0.546771 1.720338
H -0.664444 -0.930277 -0.180967
H 0.468418 -2.336307 -0.467016
H 0.096474 -1.098688 -1.746788
H 1.964461 -1.395313 2.099282
H 1.889910 0.325902 2.157421
H 0.334691 -0.512591 1.892122

Forces on the atoms, in the same order (eV/Å):
-0.53 0.03 -0.03
0.48 0.18 -0.18
0.03 0.02 -0.08
0.25 -0.12 0.15
-0.21 -0.11 0.13
1.29 0.50 0.39
-1.10 0.30 0.16
1.35 0.43 -0.90
0.03 -0.10 0.22
-0.79 -0.38 -0.29
0.19 -0.22 -0.11
-0.67 -0.33 0.30
-0.27 0.10 0.01
-0.04 -0.27 0.22

# 2
Here is the ion CH2BrN2 with charge +1 at a distorted geometry from the OMol25 dataset. Energies are from the ωB97M-V functional and the def2-TZVPD basis.

- ΔE to the lowest compared entry with this formula, charge and spin (kJ/mol) = 212.3
- 2S+1 = 1
- DFT total energy (eV) = -74078.848
- Kohn-Sham gap (spin up / spin down) (Ha) = 0.334 / 0.334
- net charge = +1

Cartesian coordinates (Å):
C -1.104602 -0.374700 0.347079
N -0.101418 -0.145791 -0.549927
N -0.758946 0.833784 0.191144
Br 1.977967 -0.137908 0.042900
H -1.711089 -1.150718 0.764756
H 1.698087 0.975332 -0.795952

Forces on the atoms, in the same order (eV/Å):
0.61 0.07 -0.11
-1.27 -0.36 -1.03
-0.85 0.35 0.38
1.17 -0.16 0.43
-0.31 -0.16 0.38
0.65 0.26 -0.06

# 3
Here is a structure of composition C34H42BaN4O3P2S at a distorted geometry from the OMol25 dataset. Energies are from the ωB97M-V functional and the def2-TZVPD basis.

- ΔE to the lowest compared entry with this formula, charge and spin (kJ/mol) = 89.3
- 2S+1 = 1
- DFT total energy (eV) = -78140.939
- Kohn-Sham gap (spin up / spin down) (Ha) = 0.255 / 0.188
- net charge = 0

Cartesian coordinates (Å):
Ba -0.431796 2.631589 -3.637825
C -1.935872 2.050029 -6.379962
C -2.002796 0.724095 -6.123131
C -1.021222 -0.280107 -6.622143
C 0.449448 0.173673 -6.449948
C 0.721687 1.199805 -5.388234
C 1.021088 2.501895 -5.734616
C 0.301329 3.301788 -6.807333
C -0.989324 2.650065 -7.372855
C 2.188259 1.982149 0.239153
H -2.804141 2.697335 -6.187718
H -2.944499 0.277061 -5.778108
H -1.199673 -0.495272 -7.694442
H -1.196767 -1.256100 -6.140385
H 1.091954 -0.707457 -6.261874
H 0.778846 0.590180 -7.413139
H 0.975069 0.755654 -4.390760
H 1.939896 2.989944 -5.331751
H 0.945650 3.584175 -7.654770
H 0.036466 4.281040 -6.362397
H -1.553707 3.454220 -7.870094
H -0.728554 1.932885 -8.162785
H 1.325872 2.663762 0.281865
H 3.126805 2.421810 0.618959
H 1.964429 1.001378 0.686454
P 1.484961 -1.182091 -1.744835
P -1.506155 -1.722329 -1.408946
N 2.525898 0.228453 -2.683939
N 2.852736 -2.152438 -1.490354
N -2.336282 -0.232078 -2.055167
N -2.999564 -2.619285 -1.347118
C 0.676555 -1.940035 -3.218903
C -0.765979 -2.465509 -2.935649
C 2.522945 1.559607 -2.265531
C 3.458495 2.275360 -3.019667
C 4.006595 1.374688 -3.985906
C 3.408750 0.141705 -3.765761
C 3.821172 -1.764016 -0.539601
C 4.732459 -2.798400 -0.406562
C 4.336713 -3.855971 -1.301473
C 3.180875 -3.436344 -1.950568
C -3.266938 0.576244 -1.401442
C -3.546214 1.686797 -2.167213
C -2.894546 1.516311 -3.414701
C -2.084887 0.365897 -3.278560
C -3.832253 -2.915918 -2.444245
C -5.057977 -3.377659 -1.971459
C -5.003596 -3.317608 -0.536106
C -3.759458 -2.807668 -0.176051
H 1.295838 -2.762177 -3.600925
H 0.616748 -1.182527 -4.017713
H -1.432332 -2.316153 -3.800006
H -0.748067 -3.560753 -2.760658
H 2.258641 1.779037 -1.069318
H 3.774519 3.289364 -2.813848
H 4.777379 1.603300 -4.716412
H 3.600284 -0.804116 -4.258279
H 3.733274 -0.797810 -0.053958
H 5.586680 -2.793762 0.246870
H 4.843633 -4.805226 -1.440447
H 2.557688 -3.911459 -2.688095
H -3.684082 0.296263 -0.439993
H -4.204637 2.509605 -1.938128
H -3.068907 2.140344 -4.285568
H -1.459874 -0.181051 -3.984125
H -3.467488 -2.779191 -3.444242
H -5.874079 -3.722560 -2.596812
H -5.785574 -3.615181 0.145856
H -3.335016 -2.556279 0.786447
C 0.031738 0.737424 7.040084
C -0.246144 0.768480 5.572169
C -0.536559 -0.427360 4.908165
C -0.785792 -0.438207 3.550561
C -0.754752 0.764728 2.848924
C -0.473895 1.976288 3.479994
C -0.225757 1.967156 4.851701
S -1.166840 0.672284 1.113221
O -0.226087 -0.337848 0.598023
O -2.535202 0.152199 1.209819
O -1.015939 1.993340 0.511055
H -0.799609 0.279479 7.584520
H 0.915435 0.131979 7.261574
H 0.198594 1.734218 7.442040
H -0.556111 -1.361127 5.470521
H -1.013355 -1.379941 3.043483
H -0.458968 2.887016 2.888063
H -0.010137 2.898515 5.370031

Forces on the atoms, in the same order (eV/Å):
0.49 1.63 1.91
-0.72 -0.97 -0.66
-1.18 0.60 -1.35
0.43 -0.53 -0.08
0.04 -0.40 -0.42
0.34 -1.94 -0.34
1.37 1.35 -0.29
0.03 -0.25 0.06
0.71 0.80 -0.22
-0.10 0.37 1.98
0.22 -0.40 0.32
0.47 0.52 0.43
-0.09 0.22 0.33
0.01 0.30 0.10
-0.25 0.18 -0.19
0.08 -0.20 0.33
0.54 0.54 -0.98
-0.65 -0.10 -0.06
-0.04 -0.14 0.13
-0.15 0.03 -0.09
0.20 -0.24 -0.03
-0.07 0.05 0.31
0.33 -0.36 0.00
-0.37 -0.20 -0.49
-0.04 0.36 -0.37
1.40 2.82 -1.26
-1.63 -0.27 0.61
-0.39 -0.58 -0.03
1.15 -1.07 0.49
-0.06 1.29 -0.46
-1.19 -0.20 -0.38
-0.27 -0.58 -0.54
-0.21 0.07 -0.43
0.49 -0.49 -0.70
-0.34 -0.78 0.14
-0.54 -0.20 0.54
-0.13 0.16 0.80
-0.14 -1.21 -0.40
-0.96 0.52 -0.62
-0.88 0.75 -0.22
0.90 0.40 0.84
0.18 -0.44 0.20
-0.09 -0.71 -0.56
0.03 -1.24 0.88
-1.01 -0.45 -0.28
-0.60 -0.49 1.37
1.40 0.50 -0.07
1.08 0.52 -0.16
-0.38 -0.57 -1.04
-0.22 0.33 -0.14
0.25 -0.17 0.42
0.43 -0.08 0.06
-0.08 0.59 0.22
-0.07 0.01 -0.72
-0.09 -0.06 -0.11
-0.29 -0.13 0.11
-0.15 0.12 0.04
0.09 -0.26 -0.09
0.06 0.00 0.02
-0.19 0.24 0.00
0.15 -0.17 0.08
0.43 0.11 -0.30
-0.13 -0.22 0.22
0.17 -0.31 0.27
-0.25 0.42 0.12
-0.07 -0.05 -0.14
0.14 0.09 0.21
0.07 0.10 -0.01
-0.05 -0.05 -0.12
0.04 -0.14 0.37
-0.08 0.25 -0.34
0.11 0.08 0.06
-0.03 -0.07 0.05
0.19 0.65 -0.23
-0.09 -0.70 -0.08
0.04 -0.27 0.07
0.33 -1.11 1.14
-0.27 1.11 0.24
0.26 0.22 -0.39
-0.16 -0.11 -0.09
0.03 0.09 -0.02
-0.01 0.07 -0.03
-0.01 0.05 0.03
0.00 0.18 -0.08
0.08 0.44 0.05
-0.02 -0.10 0.14
-0.01 -0.12 -0.04

# 4
Here is a structure of composition C40H46F9GaN5PS3 from the OMol25 dataset. Energies are from the ωB97M-V functional and the def2-TZVPD basis.

- 2S+1 = 1
- DFT total energy (eV) = -168270.619
- Kohn-Sham gap (spin up / spin down) (Ha) = 0.258 / 0.179
- net charge = +4

Cartesian coordinates (Å):
Ga 0.192307 0.554354 0.996482
N -5.340389 3.095494 1.999922
C -4.555771 1.871057 1.524703
C -3.380252 1.555610 2.442747
C -2.229176 2.580206 2.382456
N -0.917695 1.850500 2.452920
C -2.301039 3.511100 1.170596
C -2.797155 2.845827 -0.110923
N -1.698473 1.980680 -0.577443
C -4.095092 2.030629 0.079799
H -5.671231 2.982557 2.961653
H -6.169369 3.244059 1.417757
H -4.798951 3.960053 1.966017
H -5.292043 1.070981 1.591895
H -3.014879 0.582586 2.095518
H -3.713944 1.410043 3.472962
H -2.272231 3.204934 3.277625
H -0.931171 1.248459 3.277539
H -0.211984 2.559046 2.656650
H -1.312330 3.940781 0.982860
H -2.908012 4.388991 1.411542
H -2.999770 3.634552 -0.840883
H -0.965387 2.590308 -0.936424
H -1.981434 1.424970 -1.380048
H -3.926665 1.009691 -0.271599
H -4.898994 2.428371 -0.542915
C -3.556807 -3.668102 3.006729
C -2.566462 -2.866329 3.846705
S -1.179698 -2.055152 2.996843
C -0.479750 -3.442501 2.063643
C -1.161850 -3.794058 0.722290
S -2.184606 -2.445089 0.076805
C -3.503041 -3.350629 -0.788598
C -4.460338 -3.874617 0.289699
S -4.350084 -2.711629 1.691206
H -4.351370 -4.029078 3.663296
H -3.090275 -4.543692 2.558768
H -2.153905 -3.557488 4.584596
H -3.067694 -2.077388 4.409128
H -0.489023 -4.319505 2.710685
H 0.565764 -3.186146 1.901747
H -1.784029 -4.683797 0.808892
H -0.422563 -3.996145 -0.055029
H -3.097731 -4.136479 -1.424383
H -3.976965 -2.608446 -1.431349
H -4.191148 -4.865332 0.651600
H -5.492226 -3.924718 -0.053848
N 3.115005 0.647845 4.009635
C 1.946367 1.047094 3.525773
N 1.565306 0.325616 2.469931
C 2.576687 -0.642157 2.295677
C 2.659951 -1.729562 1.425789
C 3.772429 -2.536858 1.532055
C 4.780933 -2.286664 2.481477
C 4.692113 -1.236144 3.369410
C 3.559215 -0.433737 3.256409
H 3.577890 1.052939 4.812252
H 1.405254 1.867642 3.969227
H 1.885573 -1.945147 0.698735
H 3.880106 -3.389848 0.874458
H 5.635344 -2.948204 2.528823
H 5.449407 -1.062323 4.122208
F 8.234946 0.967123 -1.088813
C 7.539371 0.825085 -2.222530
F 7.969928 -0.275853 -2.849371
F 7.783182 1.878986 -3.007715
C 6.051321 0.716379 -1.944657
C 5.564358 0.825269 -0.654619
C 4.198475 0.725422 -0.424371
C 3.333898 0.518145 -1.493325
C 3.830902 0.417423 -2.799626
C 5.190094 0.513598 -3.020232
P 1.551778 0.481492 -1.270788
C 0.947017 2.033368 -1.979057
C 0.341117 2.164165 -3.225431
C -0.170747 3.394409 -3.626150
C -0.052184 4.492680 -2.789339
C 0.646255 4.398440 -1.589606
C 1.141139 3.170930 -1.186920
C -0.768252 5.780822 -3.129097
F -1.994195 5.742350 -2.536300
F -0.950899 5.921600 -4.434736
F -0.126995 6.843600 -2.651769
C 0.876212 -0.968975 -2.098953
C 1.659533 -2.127360 -2.041574
C 1.212387 -3.309309 -2.612042
C -0.023650 -3.340654 -3.240050
C -0.811531 -2.199067 -3.306335
C -0.368337 -1.020126 -2.729678
C -0.553959 -4.636801 -3.809603
F 0.414004 -5.511803 -4.040765
F -1.403334 -5.194424 -2.898165
F -1.245741 -4.434965 -4.925509
H 6.249482 0.992641 0.165014
H 3.819273 0.817870 0.584315
H 3.164866 0.265057 -3.641122
H 5.589094 0.435112 -4.023528
H 0.270220 1.322880 -3.901986
H -0.651945 3.496528 -4.590335
H 0.798623 5.282267 -0.982813
H 1.690607 3.099725 -0.251245
H 2.649360 -2.096039 -1.601253
H 1.837110 -4.193249 -2.596365
H -1.753953 -2.223711 -3.839886
H -0.995477 -0.141029 -2.796326

Forces on the atoms, in the same order (eV/Å):
-0.57 -0.49 -0.35
0.00 -0.01 0.01
0.01 0.05 0.02
-0.02 -0.01 -0.04
-0.05 -0.10 -0.02
0.27 0.35 0.01
0.03 0.00 -0.02
0.07 0.01 0.01
-0.06 -0.05 -0.01
-0.04 0.00 0.07
-0.02 -0.03 0.05
-0.04 -0.01 -0.05
0.07 0.06 -0.02
0.03 -0.03 -0.01
0.03 0.01 0.00
0.01 0.00 0.00
-0.01 -0.01 0.01
0.00 -0.04 -0.02
-0.06 0.06 0.07
-0.01 0.01 -0.02
-0.04 -0.03 0.04
0.05 -0.01 -0.02
-0.15 -0.07 0.06
-0.12 0.03 0.04
0.01 0.02 -0.05
-0.01 0.02 0.02
0.04 -0.07 0.01
0.03 -0.02 0.09
-0.13 -0.17 0.00
-0.05 0.01 -0.11
-0.04 0.02 0.12
-0.14 -0.02 0.04
-0.08 -0.08 0.11
0.04 -0.06 -0.12
0.16 0.11 -0.12
-0.03 -0.01 -0.01
0.02 0.01 0.00
0.02 0.04 0.01
-0.01 0.01 -0.03
0.06 -0.01 0.01
-0.06 0.00 0.04
-0.02 0.02 -0.01
0.02 -0.05 0.00
0.04 -0.02 -0.02
-0.04 -0.02 0.02
0.04 0.00 -0.02
-0.01 0.03 0.01
0.03 -0.08 0.04
0.02 0.02 -0.22
0.44 0.06 0.19
-0.27 -0.09 0.17
0.03 0.07 -0.08
0.06 0.02 -0.01
0.01 -0.01 0.01
-0.05 -0.02 -0.03
0.08 0.03 0.11
0.02 -0.01 0.01
0.02 0.03 -0.04
0.01 0.07 -0.05
0.00 0.00 0.01
-0.01 0.00 -0.01
0.00 0.00 -0.01
-0.05 -0.01 -0.14
0.05 0.00 0.00
-0.02 0.11 0.05
0.00 -0.11 0.08
0.00 -0.01 -0.01
0.00 0.04 0.06
0.01 0.04 -0.07
0.07 -0.14 -0.05
-0.02 -0.04 0.04
0.05 0.01 0.00
-0.18 0.58 0.51
0.19 0.02 -0.33
0.07 -0.02 -0.01
0.06 0.00 0.02
-0.06 -0.05 -0.03
0.04 0.03 0.04
0.07 0.01 -0.05
-0.02 0.05 -0.02
0.09 0.02 -0.05
-0.01 0.02 0.10
-0.05 -0.05 -0.04
0.18 -0.19 -0.08
0.05 0.06 -0.14
0.01 -0.01 0.01
-0.02 0.00 0.06
0.00 0.01 -0.03
-0.04 0.09 0.12
0.00 -0.05 -0.01
-0.06 0.01 0.00
0.03 0.06 -0.03
-0.01 -0.03 0.05
-0.01 -0.01 0.00
0.00 0.00 0.01
0.00 -0.01 0.01
-0.01 0.00 0.00
-0.03 -0.02 0.02
-0.02 0.00 0.02
0.00 0.00 -0.01
0.01 -0.01 0.00
-0.01 0.01 0.01
-0.01 0.00 0.00
0.00 -0.01 0.01
0.03 0.02 -0.01

# 5
Here is the molecule C6H12O at a distorted geometry from the OMol25 dataset. Energies are from the ωB97M-V functional and the def2-TZVPD basis.

- ΔE to the lowest compared entry with this formula, charge and spin (kJ/mol) = 177.9
- 2S+1 = 1
- DFT total energy (eV) = -8462.510
- SMILES = C[C@H]1OCC1(C)C
- Kohn-Sham gap (Ha) = 0.390
- net charge = 0

Cartesian coordinates (Å):
C 1.696404 -0.036177 -1.317572
C 1.125656 -0.005932 0.076826
O 1.035586 1.492565 0.334636
C -0.377189 1.432670 0.141001
C -0.397560 -0.090725 0.292259
C -0.681609 -0.479181 1.736250
C -1.273907 -0.860004 -0.678731
H 1.732123 1.068660 -1.267159
H 2.689871 -0.483281 -1.424074
H 1.028537 -0.359438 -2.121471
H 1.759675 -0.483995 0.833692
H -0.717952 1.792088 -0.846611
H -0.901826 1.990560 0.917765
H -0.038082 0.090953 2.416105
H -0.492489 -1.546364 1.898072
H -1.725569 -0.266566 1.988100
H -1.155184 -1.941819 -0.552703
H -1.066100 -0.608632 -1.724100
H -2.324181 -0.610130 -0.484403

Forces on the atoms, in the same order (eV/Å):
0.05 0.63 -0.14
0.06 0.86 0.37
-0.05 -0.92 0.85
-0.49 0.04 0.22
-0.24 -0.07 0.08
-0.07 -0.03 0.11
0.01 -0.04 -0.04
0.94 -0.46 -1.89
-0.30 0.06 0.10
0.13 -0.10 0.27
-0.22 0.09 -0.11
0.31 -0.06 0.15
-0.14 0.06 -0.01
-0.13 -0.08 -0.09
-0.04 0.11 -0.01
0.08 -0.08 0.03
-0.02 0.11 -0.03
-0.01 -0.02 0.18
0.13 -0.09 -0.03

# 6
Here is the molecule C4H6N4 at a distorted geometry from the OMol25 dataset. Energies are from the ωB97M-V functional and the def2-TZVPD basis.

- ΔE to the lowest compared entry with this formula, charge and spin (kJ/mol) = 416.4
- 2S+1 = 1
- DFT total energy (eV) = -10201.624
- SMILES = [H]/N=c1/cncnn1C
- Kohn-Sham gap (Ha) = 0.320
- net charge = 0

Cartesian coordinates (Å):
H 0.870335 -0.199914 2.249486
N 0.360435 -0.999005 1.733078
C 0.075340 -0.750195 0.491885
C -0.378033 -1.765369 -0.291379
N -0.893265 -1.701833 -1.409077
C -0.715432 -0.351150 -1.891083
N -0.164524 0.670574 -1.399971
N 0.213196 0.431656 -0.089674
C 0.429200 1.655489 0.675699
H -0.311163 -2.788627 0.266435
H -1.307380 -0.180160 -2.860325
H -0.563588 2.221386 1.161123
H 1.314430 1.271716 1.488715
H 1.070448 2.485432 -0.124913

Forces on the atoms, in the same order (eV/Å):
-1.57 -1.62 -1.18
1.12 0.71 0.74
2.15 2.14 4.63
-0.40 -6.67 2.41
-0.16 2.53 -2.86
-3.18 -1.06 -4.12
-0.29 -0.68 1.51
0.05 3.88 -0.99
3.36 1.88 0.26
-0.28 1.71 -1.07
1.50 -0.27 1.23
2.72 -1.90 -1.24
-2.73 1.93 -1.91
-2.30 -2.58 2.59